DFT (ωB97M-V with the def2-TZVPD basis set) results for a structure of composition C5H12B3BrNO5 at a distorted geometry.

Element x y z (Å)
Br  -0.8926  2.3520  3.1979
O  -2.2149  0.8016  0.5466
O  -0.1583  1.8584  1.3125
O  -1.3087  2.6721  -0.6727
O  0.3826  -2.9970  1.1834
O  2.2590  0.4883  -1.1791
N  -0.5585  -3.1394  -1.3454
C  2.3548  1.5286  -0.5714
C  -0.3385  -0.7290  1.7060
C  -0.6240  -1.7949  -0.6891
C  1.2984  2.6561  -0.8068
C  0.2565  -1.6693  0.6071
B  -0.9332  0.6542  1.1678
B  -0.0653  2.3865  0.0013
B  -1.9414  1.4206  -0.7059
H  0.0145  -3.0473  -2.1878
H  0.5101  -0.4610  2.3884
H  1.2783  -1.3137  0.3496
H  -2.2210  0.8144  -1.6859
H  1.8084  3.6207  -0.5670
H  3.2307  1.6629  0.1192
H  -1.0760  -1.2621  2.3586
H  1.0410  2.6097  -1.8939
H  -0.2203  -1.0426  -1.4207
H  1.3106  -3.2323  1.0427
H  -1.4977  -3.2964  -1.7181
H  -1.6947  -1.5415  -0.5374

Computed properties:
Charge: -1
E_tot: -3277.4533 Ha
Highest occupied orbital energy: -2.5 eV

Löwdin population analysis, charges in e, atoms 1 to 5: 0.193, 0.176, -0.295, 0.194, -0.074